Record 1
Formula: C55H54N3O2S6Se2W
Source: OMol25
Level of theory: ωB97M-V/def2-TZVPD

Values from the calculation:
LUMO energy (alpha / beta) ... -9.3 / -9.3 eV
Charge ... +3

Element x y z (Å)
W 0.9017 -0.0421 0.5174
C 4.3025 0.6993 1.2169
C 3.4867 1.2387 2.3690
S 2.0363 0.1582 2.6619
C 1.1296 1.2720 3.8108
C -0.3643 1.1181 3.6365
S -0.9279 1.2403 1.9101
C -0.9345 3.1188 1.6658
C 0.3776 3.5828 1.0717
S 0.8925 2.4214 -0.2257
C 2.5741 3.0531 -0.5392
C 3.4081 1.9612 -1.1671
S 3.3056 0.3751 -0.2818
H 4.7560 -0.2582 1.4731
H 5.1026 1.3846 0.9392
H 3.1285 2.2485 2.1824
H 4.0640 1.2288 3.2943
H 1.4597 2.2895 3.6065
H 1.4304 0.9901 4.8201
H -0.9017 1.8695 4.2157
H -0.6991 0.1376 3.9620
H -1.0685 3.5127 2.6773
H -2.8147 3.3724 1.2118
H 1.1586 3.6741 1.8254
H 0.2254 4.5513 0.5940
H 2.9982 3.3954 0.4039
H 2.4860 3.9042 -1.2145
H 4.4601 2.2419 -1.2104
H 3.0682 1.7241 -2.1767
C 3.1864 2.3913 -7.6095
C 2.3932 1.9736 -6.4071
C 1.2101 2.6348 -6.0747
C 0.4510 2.2326 -4.9892
C 0.8754 1.1478 -4.2285
C 2.0581 0.4833 -4.5227
C 2.8045 0.9022 -5.6104
S -0.2025 0.7107 -2.8913
O 0.7851 0.1740 -1.8031
C -1.0207 -0.7221 -3.5914
C -0.2825 -1.8903 -3.8600
C -0.9130 -2.9769 -4.3889
C -2.2951 -2.9420 -4.6834
C -2.9620 -4.0631 -5.2301
C -4.2973 -4.0060 -5.5107
C -5.0327 -2.8317 -5.2431
C -4.4177 -1.7315 -4.7188
C -3.0301 -1.7532 -4.4379
C -2.3674 -0.6227 -3.8878
C -3.0884 0.6734 -3.7312
C -3.3581 1.4524 -4.8975
C -2.9778 1.0267 -6.1968
C -3.2046 1.8225 -7.2843
C -3.8316 3.0771 -7.1388
C -4.2028 3.5184 -5.9021
C -3.9634 2.7292 -4.7513
C -4.2719 3.2047 -3.4576
C -3.9886 2.4602 -2.3489
C -3.4019 1.1866 -2.4880
S -3.0035 0.2735 -1.0022
O -1.9442 3.4582 0.8021
C -4.0286 -1.1794 -1.1732
C -5.4070 -1.0588 -1.0496
C -6.1992 -2.1953 -1.1089
C -5.6376 -3.4593 -1.2843
C -6.4960 -4.6930 -1.2943
C -4.2545 -3.5531 -1.4266
C -3.4496 -2.4256 -1.3726
H 3.1585 3.4710 -7.7468
H 2.7571 1.9392 -8.5064
H 4.2228 2.0671 -7.5394
H 0.8803 3.4771 -6.6702
H -0.4711 2.7460 -4.7364
H 2.3924 -0.3440 -3.9078
H 3.7231 0.3818 -5.8534
H 0.7779 -1.9109 -3.6661
H -0.3534 -3.8773 -4.6151
H -2.3946 -4.9637 -5.4315
H -4.7989 -4.8616 -5.9433
H -6.0916 -2.8050 -5.4640
H -4.9854 -0.8336 -4.5102
H -2.4975 0.0657 -6.3241
H -2.9052 1.4855 -8.2682
H -4.0084 3.6896 -8.0129
H -4.6804 4.4831 -5.7815
H -4.7341 4.1792 -3.3546
H -4.2059 2.8367 -1.3595
H -5.8596 -0.0842 -0.9151
H -7.2735 -2.0983 -1.0074
H -7.5449 -4.4422 -1.4373
H -6.4045 -5.2202 -0.3422
H -6.1845 -5.3843 -2.0770
H -3.7972 -4.5239 -1.5856
H -2.3754 -2.5091 -1.4962
Se -0.5895 -1.8872 1.4134
C -0.8839 -2.1803 3.3078
C -2.1771 -2.4372 3.7323
C -2.3791 -2.7006 5.0846
N -1.3980 -2.7000 5.9783
C -0.1577 -2.4856 5.5583
C 0.1567 -2.2395 4.2269
H -3.0035 -2.4271 3.0325
H -3.3706 -2.9168 5.4649
H 0.6206 -2.5156 6.3138
H 1.1860 -2.1209 3.9205
C 0.5262 -5.3363 -0.6854
N 1.5312 -4.8346 0.2430
C 1.9532 -3.5743 0.3409
Se 1.4794 -2.1576 -0.8300
N 2.8500 -3.5061 1.3357
C 3.0410 -4.7672 1.8926
C 3.8770 -5.2268 2.9011
C 3.8294 -6.5806 3.1680
C 2.9649 -7.4378 2.4707
C 2.1304 -6.9771 1.4727
C 2.1931 -5.6179 1.1891
H 0.0290 -4.4961 -1.1631
H -0.2072 -5.9246 -0.1377
H 0.9942 -5.9616 -1.4446
H 3.3466 -2.6711 1.5890
H 4.5338 -4.5609 3.4450
H 4.4743 -6.9908 3.9328
H 2.9549 -8.4882 2.7267
H 1.4640 -7.6447 0.9436

Results of the Löwdin charge analysis, in e, for atoms 1 through 6: W 0.507; C -0.432; C -0.437; S 0.815; C -0.401; C -0.446

---

Record 2
Formula: C55H56IrN4PS
Source: OMol25
Level of theory: ωB97M-V/def2-TZVPD

Values from the calculation:
Expectation value of S² ... 8.7812
Multiplicity ... 6
Energy above the lowest of the compared OMol25 structures with the same formula, charge and spin ... 0.000 eV
LUMO energy (alpha / beta) ... -2.4 / -5.0 eV
Charge ... +1

Element x y z (Å)
Ir -0.5265 0.2160 0.1927
C 1.1257 -3.9964 0.9747
C -0.2423 -3.3665 0.7027
C -1.3230 -3.9762 1.5897
C -0.5687 -3.4447 -0.7748
C -1.2260 -4.5500 -1.3086
C -1.5089 -4.6202 -2.6625
C -1.1232 -3.5886 -3.5030
C -0.4464 -2.4751 -3.0167
C -0.0226 -1.3714 -3.9591
C -1.1906 -0.4238 -4.2491
C 0.5807 -1.9113 -5.2595
C -0.1805 -2.4149 -1.6438
N 0.4479 -1.2561 -1.1074
C 1.7104 -1.0094 -1.4370
C 2.2895 0.2220 -1.0409
N 1.5601 1.0477 -0.3087
C 2.1021 2.0586 0.4782
C 3.0516 1.7604 1.4927
C 3.3824 2.7722 2.3673
C 2.8097 4.0486 2.2636
C 1.9632 4.3493 1.1913
C 1.6140 3.3756 0.2831
C 0.7268 3.6691 -0.9085
C -0.7463 3.4204 -0.5753
C 0.9058 5.0906 -1.4410
C 3.6412 0.3686 1.6829
C 2.8010 -0.4808 2.6422
C 5.0953 0.4176 2.1524
C 3.6544 0.2942 -1.5720
C 4.6678 1.2132 -1.5410
C 5.8918 0.8874 -2.1824
C 6.0922 -0.3119 -2.8179
C 5.0541 -1.2813 -2.8623
C 5.1011 -2.5685 -3.4613
C 4.0090 -3.3954 -3.4011
C 2.7962 -3.0167 -2.7658
C 2.7204 -1.7758 -2.1901
C 3.8624 -0.9359 -2.2425
H 1.3879 -3.9113 2.0312
H 1.9071 -3.5106 0.3858
H 1.1152 -5.0562 0.7111
H -0.1564 -2.3022 0.9619
H -1.4142 -5.0520 1.4337
H -2.3013 -3.5235 1.4082
H -1.0765 -3.8238 2.6399
H -1.5241 -5.3639 -0.6610
H -2.0256 -5.4817 -3.0648
H -1.3452 -3.6586 -4.5600
H 0.7525 -0.7848 -3.4694
H -2.0866 -0.9773 -4.5421
H -0.9348 0.2461 -5.0709
H -1.4269 0.2094 -3.3829
H -0.1762 -2.3711 -5.8972
H 1.3571 -2.6512 -5.0631
H 1.0275 -1.0936 -5.8266
H 4.0779 2.5820 3.1734
H 3.1165 4.8316 2.9442
H 1.5921 5.3593 1.0828
H 1.0160 2.9713 -1.6985
H -1.0489 3.9739 0.3167
H -0.9535 2.3568 -0.3816
H -1.3875 3.7216 -1.4059
H 0.4872 5.8333 -0.7592
H 0.3836 5.1968 -2.3920
H 1.9577 5.3297 -1.6022
H 3.6414 -0.1432 0.7215
H 2.6784 0.0209 3.6057
H 3.2948 -1.4390 2.8162
H 1.8104 -0.6750 2.2340
H 5.1810 0.7491 3.1888
H 5.6950 1.0821 1.5284
H 5.5298 -0.5809 2.0987
H 4.5601 2.1692 -1.0433
H 6.6940 1.6133 -2.1629
H 7.0445 -0.5227 -3.2883
H 6.0037 -2.8971 -3.9615
H 4.0650 -4.3761 -3.8553
H 1.9656 -3.7098 -2.7518
N -2.5202 -0.9795 -1.0697
C -3.8700 -0.6641 -0.6972
C -4.9441 -1.0730 -1.4821
C -6.2349 -0.7406 -1.1142
C -6.4635 0.0084 0.0355
C -5.3971 0.4214 0.8109
C -4.0889 0.0819 0.4580
P -2.6396 0.6280 1.4031
C -3.0576 2.3510 1.7933
C -2.8167 2.8969 3.0497
C -3.0884 4.2365 3.2917
C -3.6052 5.0352 2.2834
C -3.8512 4.4948 1.0272
C -3.5767 3.1602 0.7817
C -2.6739 -0.2372 3.0008
C -1.5553 -0.9568 3.4078
C -1.5480 -1.6194 4.6279
C -2.6630 -1.5704 5.4477
C -3.7855 -0.8526 5.0514
C -3.7896 -0.1860 3.8388
H -2.3981 -0.9223 -2.0854
H -2.2845 -1.9379 -0.8209
H -4.7583 -1.6541 -2.3776
H -7.0674 -1.0613 -1.7261
H -7.4722 0.2799 0.3159
H -5.5791 1.0432 1.6777
H -2.4219 2.2782 3.8459
H -2.8972 4.6522 4.2722
H -3.8221 6.0777 2.4757
H -4.2588 5.1143 0.2391
H -3.7728 2.7444 -0.2002
H -0.6747 -0.9893 2.7783
H -0.6682 -2.1697 4.9362
H -2.6597 -2.0861 6.3989
H -4.6561 -0.8086 5.6921
H -4.6635 0.3843 3.5529
S 0.7451 3.4510 3.9366
C 0.3404 2.2904 2.8699
N 0.1028 1.4972 2.0492

Results of the Löwdin charge analysis, in e, for atoms 1 through 6: Ir 1.101; C -0.035; C -0.384; C -0.059; C -0.171; C -0.022

---

Record 3
Formula: C55H58BF8NO4P
Source: OMol25
Level of theory: ωB97M-V/def2-TZVPD

Values from the calculation:
Energy above the lowest of the compared OMol25 structures with the same formula, charge and spin ... 0.269 eV
LUMO energy ... 2.1 eV
Charge ... -1

Element x y z (Å)
C 0.9161 -1.3286 -2.7001
C 0.1102 -0.5635 -1.6444
B 0.9792 0.2872 -0.6425
O 2.2427 0.6863 -1.0511
C 0.4391 0.7320 0.7615
C 0.1076 -0.3694 1.7592
O -0.2284 0.3165 2.9373
P 0.5954 1.8811 3.0445
N 1.5446 3.4569 3.1559
C 0.8214 4.6025 2.6050
C 1.9463 3.7478 4.4761
C 3.4297 3.5835 4.6986
O 1.2184 4.1277 5.3615
O 1.3257 1.5527 1.4748
H 0.2739 -1.9240 -3.3506
H 1.6632 -1.9786 -2.2378
H 1.4647 -0.6299 -3.3345
H -0.5403 0.1520 -2.1687
H -0.5651 -1.2399 -1.1078
H 2.3483 1.6477 -1.0871
H -0.5294 1.2588 0.5964
H 1.0028 -0.9883 1.9481
H -0.6982 -1.0554 1.4705
H 1.6835 1.2410 3.7441
H -0.1319 2.1101 4.2588
H -0.4691 2.5468 2.3168
H -0.2198 4.6713 2.9517
H 1.3153 5.5377 2.8907
H 0.8421 4.5400 1.5140
H 3.6626 3.6721 5.7604
H 3.9529 4.3458 4.1168
H 3.7354 2.6091 4.3135
F -1.2246 2.0489 -3.6734
C -1.7178 2.9605 -2.7990
C -2.8632 3.6488 -3.1492
C -3.3810 4.5751 -2.2533
C -2.7362 4.8148 -1.0479
C -1.5835 4.1162 -0.7268
C -1.0706 3.1674 -1.5987
H -3.3407 3.4475 -4.0988
H -4.2925 5.1056 -2.4962
H -3.1419 5.5354 -0.3504
H -1.0818 4.2855 0.2181
H -0.1938 2.6081 -1.3105
F 0.2590 -1.2377 -5.6920
C 0.1075 -0.4489 -6.7692
C 0.9138 -0.6609 -7.8702
C 0.7587 0.1690 -8.9715
C -0.1834 1.1888 -8.9573
C -0.9799 1.3763 -7.8355
C -0.8407 0.5544 -6.7264
H 1.6502 -1.4527 -7.8512
H 1.3857 0.0230 -9.8421
H -0.2907 1.8394 -9.8149
H -1.7102 2.1746 -7.8164
H -1.4431 0.6858 -5.8371
F -1.6385 -2.0112 9.6105
C -1.2344 -1.6247 8.3720
C -1.9714 -2.0262 7.2783
C -1.5575 -1.6252 6.0139
C -0.4190 -0.8470 5.8551
C 0.3005 -0.4607 6.9788
C -0.1039 -0.8439 8.2518
H -2.8540 -2.6365 7.4248
H -2.1296 -1.9214 5.1432
H -0.1055 -0.5409 4.8625
H 1.1832 0.1543 6.8597
H 0.4398 -0.5444 9.1378
F -6.5534 -4.7709 3.0193
C -5.2786 -5.0957 3.3297
C -4.5949 -5.9603 2.4994
C -3.2853 -6.2876 2.8226
C -2.6887 -5.7604 3.9595
C -3.4030 -4.8950 4.7766
C -4.7108 -4.5510 4.4633
H -5.0831 -6.3623 1.6221
H -2.7307 -6.9617 2.1831
H -1.6689 -6.0206 4.2082
H -2.9388 -4.4809 5.6621
H -5.2838 -3.8716 5.0796
F 4.6153 2.4869 -10.0326
C 4.5738 2.8209 -8.7209
C 3.5347 2.3473 -7.9478
C 3.5013 2.6927 -6.6039
C 4.4915 3.4979 -6.0569
C 5.5228 3.9618 -6.8630
C 5.5733 3.6229 -8.2088
H 2.7687 1.7246 -8.3876
H 2.6946 2.3258 -5.9823
H 4.4565 3.7629 -5.0102
H 6.2939 4.5935 -6.4424
H 6.3696 3.9694 -8.8536
F -2.1231 -9.4198 6.6535
C -2.7781 -10.0191 5.6389
C -3.8417 -9.3637 5.0531
C -4.5064 -9.9862 4.0067
C -4.1086 -11.2422 3.5687
C -3.0368 -11.8787 4.1794
C -2.3580 -11.2672 5.2238
H -4.1355 -8.3849 5.4084
H -5.3377 -9.4817 3.5319
H -4.6316 -11.7227 2.7528
H -2.7240 -12.8583 3.8424
H -1.5164 -11.7400 5.7111
F -6.0797 5.0403 0.1826
C -5.9387 3.8317 0.7790
C -4.8791 3.6354 1.6390
C -4.7321 2.3937 2.2401
C -5.6407 1.3779 1.9744
C -6.6997 1.6053 1.1064
C -6.8592 2.8434 0.4985
H -4.1760 4.4359 1.8232
H -3.9000 2.2203 2.9099
H -5.5185 0.4094 2.4400
H -7.4060 0.8132 0.8940
H -7.6759 3.0444 -0.1816
F 6.5608 4.3520 -3.8791
C 7.7587 3.7610 -3.6786
C 8.1209 2.7081 -4.4939
C 9.3540 2.1083 -4.2813
C 10.1913 2.5586 -3.2699
C 9.7953 3.6176 -2.4646
C 8.5681 4.2327 -2.6658
H 7.4459 2.3700 -5.2686
H 9.6581 1.2817 -4.9097
H 11.1487 2.0824 -3.1070
H 10.4417 3.9671 -1.6705
H 8.2365 5.0592 -2.0527

Results of the Löwdin charge analysis, in e, for atoms 1 through 6: C -0.125; C -0.140; B -0.447; O 0.129; C -0.352; C -0.252

---

Record 4
Formula: C55H61CrN5O6PSSb
Source: OMol25
Level of theory: ωB97M-V/def2-TZVPD

Values from the calculation:
Expectation value of S² ... 3.7807
Multiplicity ... 4
Energy above the lowest of the compared OMol25 structures with the same formula, charge and spin ... 0.000 eV
LUMO energy (alpha / beta) ... 2.2 / 2.2 eV
Charge ... -1

Element x y z (Å)
Cr 0.8487 0.2610 -1.4283
N -6.9002 -3.7084 -1.2361
C -5.5715 -3.2972 -1.3720
C -4.5282 -4.1794 -1.1225
C -3.2135 -3.7496 -1.1859
C -2.9321 -2.4362 -1.5164
C -3.9675 -1.5510 -1.7877
C -5.2785 -1.9712 -1.6988
S -1.2523 -1.9486 -1.7886
O -0.9358 -0.9132 -0.7533
O -0.4638 -3.1419 -1.7132
N -1.3509 -1.3062 -3.2046
C -1.3625 -0.0084 -3.4696
N -2.1582 0.3560 -4.5147
C -2.2389 1.6277 -4.8198
C -1.5583 2.6342 -4.1349
C -0.7343 2.1990 -3.1291
N -0.6200 0.9117 -2.7856
H -7.0426 -4.7020 -1.3249
H -7.5595 -3.1844 -1.7894
H -4.7454 -5.2062 -0.8547
H -2.4002 -4.4366 -0.9988
H -3.7507 -0.5352 -2.0900
H -6.0847 -1.2756 -1.8993
H -2.8888 1.8752 -5.6557
H -1.6257 3.6774 -4.4023
H -0.1119 2.8946 -2.5778
C -1.7683 3.1953 -0.1843
C -0.7496 2.8251 0.8890
C -0.6505 3.9251 1.9486
P 0.8348 2.1940 0.1651
C 2.0001 2.2744 1.6095
C 3.4475 2.0576 1.1976
C 1.6649 1.3145 2.7399
C 1.6075 3.3836 -0.9533
C 1.6463 4.7599 -0.7316
C 2.4088 5.6202 -1.5021
C 2.4106 7.1061 -1.2720
C 3.1835 5.0343 -2.5087
C 3.1784 3.6808 -2.7571
C 2.3698 2.7918 -2.0023
N 2.3062 1.4507 -2.2579
C 3.2156 0.9242 -3.2398
C 2.8280 0.7883 -4.5772
C 1.5326 1.3459 -5.0833
C 3.6523 0.1208 -5.4744
C 4.8777 -0.3997 -5.0960
C 5.7462 -1.1520 -6.0669
C 5.2890 -0.1788 -3.7918
C 4.4935 0.4862 -2.8661
C 5.0570 0.7213 -1.4972
H -2.7307 3.4118 0.2852
H -1.9265 2.3828 -0.8923
H -1.4565 4.0813 -0.7418
H -1.1240 1.9213 1.3892
H -0.1768 4.8323 1.5758
H -0.1039 3.6046 2.8332
H -1.6596 4.1966 2.2689
H 1.8935 3.3103 1.9551
H 3.5667 1.0745 0.7493
H 4.0765 2.1007 2.0905
H 3.7935 2.8214 0.5016
H 1.8678 0.2903 2.4210
H 0.6273 1.3795 3.0624
H 2.2981 1.5329 3.6037
H 1.0669 5.1780 0.0834
H 2.0040 7.3503 -0.2897
H 1.8096 7.6364 -2.0154
H 3.4207 7.5166 -1.3223
H 3.8162 5.6684 -3.1227
H 3.7975 3.2773 -3.5468
H 1.2487 2.2382 -4.5331
H 0.7243 0.6161 -5.0000
H 1.6295 1.6169 -6.1366
H 3.3108 -0.0052 -6.4968
H 5.1496 -1.5883 -6.8683
H 6.2765 -1.9614 -5.5652
H 6.4943 -0.5007 -6.5267
H 6.2575 -0.5454 -3.4675
H 6.1414 0.8278 -1.5625
H 4.8489 -0.1092 -0.8196
H 4.6543 1.6250 -1.0571
O 2.8864 -2.8120 -2.7344
C 2.3310 -1.9456 -2.1071
O 1.4407 -1.1202 -2.6032
C 2.6316 -1.6671 -0.6066
O 3.4286 -2.3083 0.0373
O 1.9597 -0.6449 -0.1383
C -4.0320 -0.2712 1.3716
C -3.9600 -1.7289 1.7443
C -5.1344 -2.4741 1.7803
C -5.1274 -3.8134 2.1345
C -3.9260 -4.4334 2.4336
C -2.7491 -3.6969 2.4070
C -2.7496 -2.3434 2.0858
Sb -1.0344 -1.0839 2.4463
C 0.4324 -2.6325 2.5790
C 0.4200 -3.5624 1.5365
C 1.3480 -4.5853 1.4705
C 2.3094 -4.6936 2.4638
C 2.3434 -3.7634 3.4859
C 1.4253 -2.7147 3.5561
C 1.5997 -1.7166 4.6729
C -1.6369 -1.0845 4.5467
C -1.6450 -2.2801 5.2602
C -2.0714 -2.3394 6.5770
C -2.5086 -1.1842 7.2065
C -2.5073 0.0121 6.5106
C -2.0725 0.0811 5.1876
C -2.0667 1.4259 4.5067
H -4.9910 -0.0440 0.9062
H -3.2396 0.0004 0.6705
H -3.9333 0.3677 2.2543
H -6.0698 -1.9945 1.5148
H -6.0556 -4.3716 2.1480
H -3.8981 -5.4854 2.6919
H -1.8175 -4.1889 2.6634
H -0.3068 -3.4754 0.7366
H 1.3384 -5.2666 0.6306
H 3.0542 -5.4779 2.4227
H 3.1193 -3.8246 4.2414
H 1.3428 -2.1527 5.6411
H 0.9801 -0.8300 4.5527
H 2.6408 -1.3925 4.7150
H -1.3036 -3.1896 4.7795
H -2.0657 -3.2848 7.1058
H -2.8500 -1.2143 8.2337
H -2.8501 0.9173 7.0001
H -2.6309 2.1559 5.0879
H -2.4985 1.3879 3.5058
H -1.0509 1.8082 4.3988

Results of the Löwdin charge analysis, in e, for atoms 1 through 6: Cr 0.729; N 0.096; C -0.338; C -0.038; C -0.044; C -0.273

---

Q: Which maximum force values were calculated for the entries above? A: 1.0 0.6 1.1 0.6, in eV/A.